ORCA calculation (the ωB97M-V functional and the def2-TZVPD basis) on one molecule with the formula C24H22N2O3.

Each atom is followed by the atoms it is bonded to, with distances in Å.
CARTESIAN COORDINATES (ANGSTROEM)
1 O 0.21 -1.64 -0.53  C24 1.224
2 O 3.38 1.96 0.76  C29 1.215
3 O -4.31 0.69 0.41  C9 1.368, C18 1.376
4 N 2.31 0.12 -0.05  C16 1.395, C29 1.366, H38 1.012
5 N -0.56 -0.04 -1.92  C19 1.445, C23 1.440, C24 1.348
6 C -2.52 3.82 0.75  C7 1.382, C13 1.382, H36 1.080
7 C -3.55 2.90 0.66  C6 1.382, C9 1.393, H45 1.078
8 C 5.84 -2.09 0.71  C14 1.384, C25 1.385, H34 1.080
9 C -3.25 1.55 0.56  O3 1.368, C7 1.393, C22 1.387
10 C -4.70 -1.53 -0.29  C17 1.383, C18 1.390, H35 1.079
11 C 4.64 -0.02 0.45  C14 1.392, C15 1.392, C29 1.491
12 C -3.42 -2.52 1.97  C20 1.385, C21 1.382, H41 1.080
13 C -1.20 3.41 0.71  C6 1.382, C28 1.396, H51 1.079
14 C 4.64 -1.39 0.68  C8 1.384, C11 1.392, H37 1.081
15 C 5.86 0.64 0.27  C11 1.392, C26 1.382, H47 1.080
16 C 0.98 0.55 -0.11  N4 1.395, C24 1.505, C27 1.343
17 C -4.61 -2.90 -0.08  C10 1.383, C20 1.384, H31 1.080
18 C -4.14 -0.66 0.64  O3 1.376, C10 1.390, C21 1.390
19 C -1.48 -0.96 -2.55  N5 1.445, H42 1.092, H43 1.092, H49 1.088
20 C -3.96 -3.39 1.04  C12 1.385, C17 1.384, H44 1.079
21 C -3.51 -1.15 1.77  C12 1.382, C18 1.390, H39 1.080
22 C -1.93 1.13 0.52  C9 1.387, C28 1.394, H32 1.079
23 C -0.56 1.29 -2.45  N5 1.440, H33 1.087, H46 1.094, H50 1.092
24 C 0.16 -0.46 -0.86  O1 1.224, N5 1.348, C16 1.505
25 C 7.04 -1.43 0.51  C8 1.385, C26 1.385, H30 1.080
26 C 7.05 -0.06 0.30  C15 1.382, C25 1.385, H40 1.080
27 C 0.51 1.65 0.51  C16 1.343, C28 1.454, H48 1.080
28 C -0.89 2.06 0.57  C13 1.396, C22 1.394, C27 1.454
29 C 3.40 0.80 0.42  O2 1.215, N4 1.366, C11 1.491
30 H 7.97 -1.98 0.54  C25 1.080
31 H -5.04 -3.57 -0.80  C17 1.080
32 H -1.70 0.07 0.47  C22 1.079
33 H 0.29 1.86 -2.07  C23 1.087
34 H 5.83 -3.15 0.90  C8 1.080
35 H -5.20 -1.13 -1.15  C10 1.079
36 H -2.75 4.87 0.85  C6 1.080
37 H 3.72 -1.92 0.86  C14 1.081
38 H 2.43 -0.83 -0.35  N4 1.012
39 H -3.10 -0.46 2.50  C21 1.080
40 H 7.98 0.46 0.16  C26 1.080
41 H -2.93 -2.90 2.85  C12 1.080
42 H -2.50 -0.58 -2.47  C19 1.092
43 H -1.23 -1.08 -3.61  C19 1.092
44 H -3.89 -4.46 1.19  C20 1.079
45 H -4.58 3.21 0.68  C7 1.078
46 H -1.48 1.82 -2.20  C23 1.094
47 H 5.84 1.71 0.12  C15 1.080
48 H 1.21 2.29 1.01  C27 1.080
49 H -1.41 -1.92 -2.05  C19 1.088
50 H -0.48 1.24 -3.54  C23 1.092
51 H -0.40 4.13 0.77  C13 1.079

## Properties
relative energy (zero: lowest compared OMol25 entry of this formula, charge and spin) = 1.810 eV
DFT total energy = -34368.212 eV
SMILES = CN(C)C(=O)/C(=C\c1cccc(Oc2ccccc2)c1)NC(=O)c1ccccc1